(1)
{"formula": "C40H25Cl2F9N9O2PTa", "method": "wB97M-V/def2-TZVPD", "elements": ["Ta", "Cl", "Cl", "P", "F", "F", "F", "F", "F", "F", "F", "F", "F", "O", "O", "N", "N", "N", "N", "N", "N", "N", "N", "N", "C", "C", "C", "C", "C", "C", "C", "C", "C", "C", "C", "C", "C", "C", "C", "C", "C", "C", "C", "C", "C", "C", "C", "C", "C", "C", "C", "C", "C", "C", "C", "C", "C", "C", "C", "C", "C", "C", "C", "C", "H", "H", "H", "H", "H", "H", "H", "H", "H", "H", "H", "H", "H", "H", "H", "H", "H", "H", "H", "H", "H", "H", "H", "H", "H"], "positions_angstrom": [[0.085, -0.501, -0.095], [-3.849, -0.671, -5.822], [-5.924, -1.250, -3.511], [0.118, -3.206, -0.034], [-3.593, -5.450, 5.121], [5.352, -7.312, 0.474], [-1.825, -4.975, -6.193], [-5.022, -4.106, 4.205], [5.683, -6.101, 2.234], [6.428, -5.444, 0.317], [-2.715, -6.606, -5.089], [-0.628, -6.694, -5.654], [-3.473, -3.321, 5.489], [0.686, 0.051, -4.136], [-3.904, -0.912, 0.930], [-0.010, 4.636, -1.105], [0.090, 2.370, -0.632], [-0.577, -0.695, 1.991], [-0.098, 3.589, -0.267], [2.065, -0.045, -0.928], [-0.009, 1.652, 0.511], [-0.309, 3.765, 1.022], [-0.286, -0.416, -2.065], [-1.903, -0.761, -0.270], [-2.007, -0.506, -3.898], [4.099, -4.035, 0.197], [2.908, -5.980, 0.982], [-1.209, -5.208, -3.939], [-0.248, 2.533, 1.488], [1.693, -4.006, 0.333], [-0.259, -0.698, 4.347], [-2.712, -0.835, 0.918], [-3.350, -0.718, -4.189], [-0.101, -3.419, -2.798], [-2.810, -4.072, 3.384], [0.793, -0.133, -2.959], [2.124, -0.064, -2.269], [-1.633, -0.805, 4.536], [-3.866, -0.998, -1.830], [3.203, 0.106, -0.224], [-1.900, -0.800, 2.175], [3.313, -0.032, -2.971], [-1.179, -5.167, -1.542], [-0.468, -4.034, -3.979], [5.413, -6.060, 0.924], [-3.749, -4.253, 4.559], [4.431, 0.190, -0.854], [-0.475, -3.959, -1.571], [-2.407, -3.689, 1.054], [4.103, -5.331, 0.685], [-1.597, -0.564, -2.573], [0.239, -0.646, 3.055], [-2.523, -0.782, -1.544], [-4.276, -0.973, -3.160], [-1.035, -3.635, 1.298], [-1.606, -5.883, -5.237], [-0.556, -3.821, 2.598], [2.891, -3.379, 0.018], [4.490, 0.096, -2.240], [-1.441, -4.040, 3.636], [-3.295, -3.914, 2.096], [-1.546, -5.785, -2.724], [-2.474, -0.858, 3.431], [1.706, -5.323, 0.803], [5.032, -3.554, -0.054], [-1.075, -4.186, 4.642], [-3.550, -0.941, 3.523], [-0.273, 4.381, -2.051], [-0.448, 5.453, -0.691], [-1.444, -5.640, -0.609], [3.297, -0.075, -4.051], [5.445, 0.136, -2.746], [-0.380, 2.286, 2.525], [0.423, -0.660, 5.185], [-2.045, -0.851, 5.536], [5.326, 0.317, -0.263], [-4.602, -1.173, -1.060], [2.923, -6.999, 1.341], [1.305, -0.577, 2.867], [-0.189, -3.604, -4.929], [0.499, -2.518, -2.848], [0.785, -5.846, 1.022], [-2.102, -6.711, -2.699], [-2.797, -3.545, 0.056], [3.122, 0.150, 0.856], [0.505, -3.800, 2.805], [-4.358, -3.945, 1.908], [-1.323, -0.325, -4.710], [2.898, -2.385, -0.410]], "mulliken_charge": [0.208, -0.128, -0.131, 2.201, -0.239, -0.239, -0.242, -0.271, -0.235, -0.262, -0.258, -0.234, -0.232, -0.508, -0.550, -0.518, -0.297, 0.704, 0.934, 0.136, 0.246, -0.908, 0.744, 0.820, -1.233, -0.895, -1.073, 0.102, -0.393, 0.360, -0.894, -0.648, 0.006, -0.427, 0.239, -0.291, 1.153, -0.797, -0.939, -0.297, 1.192, -0.665, -0.502, -0.789, 0.770, 0.670, -0.749, 0.545, -0.939, 0.015, 0.160, -0.585, 0.732, -0.164, 0.414, 0.796, -0.896, 0.250, -0.677, -1.264, -0.857, -0.982, -0.512, -0.533, 0.583, 0.535, 0.722, 0.281, 0.338, 0.433, 0.648, 0.526, 0.537, 0.590, 0.524, 0.540, 0.796, 0.492, 0.475, 0.573, 0.084, 0.503, 0.526, 0.650, 0.385, 0.694, 0.570, 0.805, 0.051], "homo_lumo_gap_ha": 0.193, "charge": 3, "de_lowest_kcal_mol": 0.0, "lumo_ev": -10.621, "total_energy_ev": -119712.4297}

***

(2)
{"formula": "C40H25I2N5O3S4Ti", "method": "wB97M-V/def2-TZVPD", "elements": ["I", "I", "Ti", "S", "S", "S", "S", "O", "O", "O", "N", "N", "N", "N", "N", "C", "C", "C", "C", "C", "C", "C", "C", "C", "C", "C", "C", "C", "C", "C", "C", "C", "C", "C", "C", "C", "C", "C", "C", "C", "C", "C", "C", "C", "C", "C", "C", "C", "C", "C", "C", "C", "C", "C", "C", "H", "H", "H", "H", "H", "H", "H", "H", "H", "H", "H", "H", "H", "H", "H", "H", "H", "H", "H", "H", "H", "H", "H", "H", "H"], "positions_angstrom": [[-3.835, 5.876, 2.049], [-5.019, 1.367, -1.809], [-1.072, -0.817, 0.135], [0.360, 3.432, -1.052], [-3.971, -1.962, 0.412], [0.534, 2.193, -4.201], [2.180, -0.578, -3.883], [0.081, 0.113, -0.802], [-4.421, -0.715, 1.064], [-2.472, 0.329, -0.433], [-1.380, -0.816, 2.439], [-0.735, 1.390, 1.301], [0.441, -1.879, 0.955], [-2.502, -2.137, 0.266], [-0.651, -2.296, -1.410], [-1.854, 2.083, 1.033], [-0.937, 2.043, -5.080], [1.472, -0.412, 4.739], [-2.372, -0.381, 3.185], [2.628, -4.578, -0.348], [0.177, 1.932, 2.069], [0.895, -1.412, 2.146], [3.672, -1.681, -2.123], [-1.817, 1.214, -4.464], [-4.146, 3.462, 0.256], [-0.949, 0.032, 5.064], [-2.202, 0.035, 4.515], [-0.055, 1.124, -2.968], [2.735, 3.570, -0.107], [-1.313, 0.696, -3.248], [1.921, -0.171, -2.224], [-1.161, 3.869, 2.489], [2.205, -1.303, 2.613], [0.449, -3.014, -1.106], [-2.132, 3.359, 1.602], [-0.001, 3.173, 2.695], [1.607, 4.308, -0.254], [-2.732, 1.480, 0.072], [1.050, -2.805, 0.182], [-1.328, -2.581, -2.502], [0.960, -4.013, -1.980], [2.475, -0.796, 3.885], [2.601, 2.268, -0.639], [-0.915, -3.564, -3.411], [0.138, -0.430, 4.295], [3.472, -1.630, -3.463], [0.237, -4.262, -3.165], [2.101, -4.745, -1.606], [2.782, -0.847, -1.414], [0.808, 0.759, -1.781], [-3.842, 2.231, -0.305], [-0.146, -0.885, 2.983], [1.380, 2.037, -1.190], [-3.315, 4.007, 1.205], [2.099, -3.652, 0.545], [-2.795, 0.977, -4.843], [4.007, -2.147, -4.234], [-3.353, -0.350, 2.727], [-1.309, 4.827, 2.968], [1.426, 5.324, 0.038], [3.636, 3.929, 0.360], [1.100, 1.379, 2.192], [-0.776, 0.385, 6.071], [-1.057, 2.595, -5.991], [3.504, -0.719, 4.202], [2.518, -5.465, -2.292], [0.787, 3.565, 3.318], [3.460, -5.187, -0.022], [3.034, -1.567, 1.973], [-1.510, -3.761, -4.289], [4.428, -2.281, -1.651], [0.582, -5.026, -3.847], [-1.869, 0.059, -2.579], [-3.060, 0.361, 5.080], [1.685, -0.072, 5.739], [-5.029, 3.996, -0.061], [2.777, -0.737, -0.345], [2.491, -3.612, 1.549], [-2.250, -2.035, -2.674], [3.390, 1.541, -0.618]], "mulliken_charge": [0.019, -0.049, -2.104, 0.059, 0.099, 0.049, -0.093, 0.322, -0.492, -0.118, 0.039, 1.773, 0.922, 0.360, 0.911, -0.242, -0.753, -1.049, -0.076, -1.093, -0.564, 0.782, -1.285, -1.308, -0.064, -0.853, -1.090, -0.482, -0.858, -0.442, -0.748, -1.301, -0.401, -0.424, 1.262, -1.496, -0.692, -0.014, 0.783, 0.057, 1.121, -1.276, -0.558, -1.238, 1.410, -0.539, -0.980, -0.869, 0.153, 2.749, -0.069, -0.176, -0.300, -0.120, -0.706, 0.479, 0.522, 0.510, 0.223, 0.549, 0.447, 0.351, 0.454, 0.518, 0.418, 0.445, 0.521, 0.405, 0.537, 0.450, 0.471, 0.469, 0.545, 0.472, 0.434, 0.424, 0.462, 0.721, 0.567, 0.659], "homo_lumo_gap_ha": 0.245, "de_lowest_kcal_mol": 24.2, "lumo_ev": -0.512, "total_energy_ev": -138139.8496}

***

(3)
{"formula": "C40H26BaCl5O5S4", "method": "wB97M-V/def2-TZVPD", "elements": ["Ba", "Cl", "Cl", "Cl", "Cl", "Cl", "S", "S", "S", "S", "O", "O", "O", "O", "O", "C", "C", "C", "C", "C", "C", "C", "C", "C", "C", "C", "C", "C", "C", "C", "C", "C", "C", "C", "C", "C", "C", "C", "C", "C", "C", "C", "C", "C", "C", "C", "C", "C", "C", "C", "C", "C", "C", "C", "C", "H", "H", "H", "H", "H", "H", "H", "H", "H", "H", "H", "H", "H", "H", "H", "H", "H", "H", "H", "H", "H", "H", "H", "H", "H", "H"], "positions_angstrom": [[-0.729, 1.663, -2.460], [-0.939, 4.389, -5.401], [0.287, 4.819, -0.114], [0.719, 7.883, -0.494], [-0.656, 7.490, -5.694], [0.215, 9.226, -3.261], [-2.435, 0.071, -4.078], [-0.742, -1.307, -0.740], [1.148, 1.690, 0.885], [-0.619, -0.866, -4.177], [-2.155, 1.469, -4.498], [-3.430, -0.634, -4.848], [-0.044, 1.473, -0.005], [-2.830, 0.185, -2.622], [0.673, -1.649, -0.428], [-0.468, 5.359, -3.996], [-1.544, -0.018, 3.060], [-0.841, -0.548, 1.930], [-2.969, 1.039, 5.239], [2.827, -3.349, 3.688], [-0.242, 4.697, -2.800], [2.417, -2.161, 3.038], [-2.937, 0.200, 2.970], [3.270, 2.982, -0.251], [2.504, 1.832, -0.260], [-0.886, 0.311, 4.271], [-3.325, -4.184, -1.931], [0.254, 6.914, -1.847], [0.548, -4.107, 3.754], [-2.735, -2.943, -1.746], [0.090, 5.533, -1.767], [-1.583, -5.234, -0.669], [0.624, -0.769, 2.088], [5.430, 2.412, -3.319], [3.353, -1.173, 2.652], [3.641, 1.043, -2.206], [-2.935, -0.605, 0.694], [1.576, 0.138, 1.697], [4.428, 2.200, -2.222], [2.684, 0.846, -1.231], [-0.351, 6.734, -4.172], [0.125, -2.967, 3.133], [-2.763, -5.341, -1.398], [4.239, 3.154, -1.232], [2.945, -0.054, 1.992], [-3.613, -0.105, 1.762], [-3.402, -6.679, -1.646], [1.915, -4.302, 4.039], [-1.580, 0.825, 5.330], [-3.629, 0.734, 4.082], [-1.566, -2.872, -1.005], [1.049, -1.958, 2.759], [-1.544, -0.841, 0.794], [-0.974, -4.005, -0.475], [0.030, 7.517, -3.081], [-3.018, -7.437, -0.963], [-1.057, 1.071, 6.245], [0.182, 0.156, 4.356], [4.934, 2.756, -4.228], [4.402, -1.322, 2.876], [-3.509, 1.451, 6.081], [-3.443, -0.798, -0.243], [3.673, 0.684, 1.682], [-4.678, 0.082, 1.693], [4.835, 4.058, -1.239], [2.239, -5.210, 4.531], [-4.484, -6.629, -1.525], [-4.696, 0.903, 3.996], [-0.923, -2.828, 2.905], [-1.127, -6.128, -0.256], [-3.203, -7.018, -2.665], [5.948, 1.484, -3.562], [3.881, -3.490, 3.895], [6.173, 3.160, -3.042], [3.781, 0.291, -2.973], [-0.040, -3.917, 0.066], [2.073, -0.054, -1.209], [3.095, 3.750, 0.490], [-0.171, -4.871, 4.022], [-3.160, -2.053, -2.194], [-4.231, -4.247, -2.522]], "mulliken_charge": [1.775, -0.216, -0.261, -0.203, -0.196, -0.220, 0.637, 1.688, -0.180, -0.409, -0.619, -0.642, -0.328, -0.598, -0.832, 1.132, 0.870, -0.846, -0.593, -1.017, -1.500, 0.865, 0.916, -0.557, 0.239, -0.736, -1.130, -0.662, -0.976, -0.098, 0.981, -1.070, 0.898, -1.554, -1.231, -1.043, -1.254, 1.215, 1.049, -0.063, -0.546, -0.779, 1.141, -0.720, -1.248, -1.444, -1.486, -0.568, -1.114, -1.052, -0.041, 0.677, 1.932, -0.478, 0.742, 0.358, 0.413, 0.505, 0.288, 0.375, 0.397, 0.315, 0.555, 0.369, 0.363, 0.397, 0.365, 0.438, 0.551, 0.313, 0.289, 0.376, 0.433, 0.393, 0.460, 0.499, 0.588, 0.494, 0.438, 0.379, 0.402], "homo_lumo_gap_ha": 0.251, "charge": -1, "de_lowest_kcal_mol": 0.0, "lumo_ev": 1.792, "total_energy_ev": -158790.9244}